1.
DFT (ωB97M-V with the def2-TZVPD basis set) results for 2 unconnected molecules or ions with the total composition C8H17B3F9NO4S2.

Its SMILES is FC(F)(CCB1OBOB(S)O1)C(F)(F)S(F)(F)(F)(F)F.COC[C@@H](C)N. The HOMO energy comes out at -9.42 eV. The LUMO energy comes out at 0.3 eV. The calculation puts the gap between HOMO and LUMO at 9.6812 eV.

Cartesian coordinates (Å):
F 2.25862 0.95263 -2.67272
C 2.64318 0.15900 -1.65225
F 2.68003 -1.11572 -2.15508
C 1.68470 0.17894 -0.47006
C 0.24473 0.55144 -0.84391
B -0.07515 2.09006 -0.87345
O -0.94739 2.62681 0.05963
B -1.10949 3.99100 0.05053
O -0.98127 4.71146 -1.11888
B -0.27143 4.06342 -2.10394
S -0.36260 4.72128 -3.78863
O 0.47045 2.93964 -1.81540
C 4.12131 0.45166 -1.26865
F 4.40706 -0.20119 -0.10853
F 4.92797 -0.03362 -2.24974
S 4.56409 2.29235 -1.08194
F 4.74717 2.16172 0.49240
F 3.04562 2.66872 -0.84871
F 4.38597 2.47627 -2.63706
F 6.10408 1.95217 -1.27872
F 4.92632 3.82149 -0.97030
H 2.07550 0.79318 0.33265
H 1.68484 -0.83393 -0.08719
H -0.02748 0.11997 -1.80243
H -0.41147 0.12164 -0.09378
H -1.33823 4.57748 1.05672
H 0.36896 3.80196 -4.42379
C -3.63243 -1.84989 0.28833
O -2.44742 -1.69501 1.04705
C -2.57947 -1.93915 2.43389
C -2.49815 -3.41786 2.83705
C -3.76279 -4.21254 2.52879
N -1.34864 -4.10048 2.23721
H -4.51433 -1.54360 0.85757
H -3.75913 -2.87919 -0.05492
H -3.54493 -1.21049 -0.58982
H -1.74152 -1.41429 2.90026
H -3.50043 -1.47687 2.81253
H -2.35907 -3.43409 3.92192
H -3.84690 -4.44603 1.46781
H -3.74847 -5.16020 3.06551
H -4.65788 -3.66579 2.83141
H -0.49078 -3.64596 2.53533
H -1.38375 -3.94840 1.23333

Atom charges from the Mulliken analysis, given in e for atoms 1 to 8: F -0.23; C 0.95; F -0.35; C -1.06; C -0.60; B 0.64; O -0.59; B 0.61

=====

2.
DFT (ωB97M-V with the def2-TZVPD basis set) results for 2 unconnected molecules or ions with the total composition C8H17F3IO5P2.

As for the charge: +1. The HOMO energy comes out at -12.69 eV. The LUMO energy comes out at -4.4 eV. The calculation puts the gap between HOMO and LUMO at 8.2487 eV.

Cartesian coordinates (Å):
C 5.99535 -1.21627 0.23316
C 4.69937 -0.28648 -0.11421
I 5.37484 1.77867 0.05593
C 3.57118 -0.69997 0.93622
P 2.06315 0.42413 0.96883
C 0.48845 -0.63911 1.23527
O 0.69187 -1.83783 0.45355
C -0.44670 -2.18553 -0.29636
F -0.04958 -3.24982 -1.13472
F -0.90382 -1.18328 -1.14574
F -1.46870 -2.72665 0.50874
P 1.77855 1.67473 -0.80355
O 0.42014 1.44197 -1.50768
H 5.79523 -1.87571 1.15292
H 6.33408 -1.84214 -0.64825
H 6.86772 -0.54184 0.52829
H 4.37822 -0.58719 -1.17240
H 3.25862 -1.77009 0.68853
H 4.06469 -0.67916 1.97234
H 2.18959 1.25702 2.13496
H -0.46234 -0.06559 1.00084
H 0.49311 -0.90731 2.35330
H 2.85590 1.60882 -1.74891
H 1.75405 3.04651 -0.33367
C -6.53403 2.00363 0.90277
O -5.76848 1.99476 -0.30168
C -4.97755 0.92159 -0.44287
O -4.87341 0.00932 0.33970
O -4.32086 1.03952 -1.60653
C -3.43654 -0.04307 -1.88868
H -7.13325 2.91396 0.90866
H -7.20802 1.14558 0.93734
H -5.87868 2.01504 1.77606
H -3.98928 -0.98182 -1.96551
H -2.66277 -0.11289 -1.12793
H -2.96008 0.15650 -2.84872

Atom charges from the Mulliken analysis, given in e for atoms 1 to 8: C -0.97; C -0.45; I 0.22; C -0.76; P 0.24; C -0.51; O -0.27; C 0.73

=====

3.
DFT (ωB97M-V with the def2-TZVPD basis set) results for a gas-phase ion, C8H17FNO (charge +1).

As for the charge: +1. Its SMILES is CC(C)O/C(F)=C\C[NH+](C)C. The HOMO energy comes out at -12.68 eV. The value obtained for the energy above the lowest of the compared OMol25 structures with the same formula, charge and spin is 176.3 kJ/mol. The LUMO energy comes out at -2.8 eV. The calculation puts the gap between HOMO and LUMO at 9.8534 eV.

Cartesian coordinates (Å):
C -3.37131 -0.21906 0.80218
C -2.47924 -0.34938 -0.57510
C -3.16217 0.57467 -1.56948
O -1.08321 0.03518 -0.23975
C -0.37947 -0.71807 0.52227
F -0.90181 -1.91064 0.58291
C 0.82310 -0.39570 0.98635
C 1.58250 0.88554 0.94670
N 2.75243 0.85988 -0.11324
C 2.45446 0.54193 -1.53319
C 3.74365 -0.20223 0.45726
H -4.27718 -0.64750 0.61574
H -2.78882 -0.81516 1.56761
H -3.40615 0.85994 1.07513
H -2.62706 -1.36026 -0.85648
H -2.34281 1.10189 -2.12405
H -3.71325 1.28893 -1.00401
H -3.91490 0.18792 -2.27836
H 1.32011 -1.02753 1.78383
H 1.07263 1.85578 0.90542
H 2.18900 1.02995 1.86708
H 3.10342 1.79995 -0.28470
H 1.55978 -0.01993 -1.83076
H 3.03670 -0.23340 -2.41734
H 2.11478 1.42934 -2.15235
H 4.01845 -0.20221 1.53348
H 3.26463 -1.16830 0.32635
H 4.54891 -0.15260 -0.28481

Atom charges from the Mulliken analysis, given in e for atoms 1 to 8: C -1.32; C 0.26; C -1.09; O -0.28; C 0.23; F -0.25; C -0.15; C -0.87

=====

4.
DFT (ωB97M-V with the def2-TZVPD basis set) results for 2 unconnected molecules or ions with the total composition C8H17FNO3S.

As for the charge: -1. The HOMO energy comes out at -3.89 eV. The LUMO energy comes out at 2.7 eV. The calculation puts the gap between HOMO and LUMO at 6.6412 eV.

Cartesian coordinates (Å):
C -0.24080 0.87531 0.98150
C -0.48031 2.03905 -0.08762
F -1.32778 3.03746 0.57940
C 0.84264 2.80827 -0.55376
N 2.07880 1.96017 -0.58259
S 3.13703 2.65410 0.65680
C 2.80104 2.27723 -1.88339
C 2.22282 1.37166 -3.09617
O 1.85497 0.15321 -2.95435
O 2.08269 1.95551 -4.35741
H -1.25850 0.71931 1.51272
H -0.00437 -0.14528 0.50372
H 0.51283 1.15433 1.79736
H -1.11850 1.63727 -0.96139
H 1.01735 3.67160 0.18825
H 0.61739 3.24555 -1.59911
H 3.82023 1.61500 1.29596
H 2.68971 3.36585 -2.20795
H 3.92150 2.08690 -1.69877
C -1.12467 -2.83118 2.05155
C -2.18393 -2.53722 1.00041
C -2.84570 -3.81536 0.50880
O -1.58408 -1.86055 -0.10005
H -0.33092 -3.46295 1.63977
H -0.64987 -1.90530 2.38718
H -1.55826 -3.33660 2.91887
H -2.94150 -1.86867 1.41904
H -2.11148 -4.48109 0.04378
H -3.59603 -3.59013 -0.25386
H -3.33091 -4.35020 1.32988
H -0.91140 -2.44325 -0.47857

Atom charges from the Mulliken analysis, given in e for atoms 1 to 8: C -0.89; C 0.34; F -0.39; C -0.68; N -0.13; S -0.32; C -0.53; C 0.49

=====

5.
DFT (ωB97M-V with the def2-TZVPD basis set) results for 2 unconnected molecules or ions with the total composition C8H17N.

Its SMILES is CC(C)C#N.CC(C)C. The HOMO energy comes out at -10.21 eV. The value obtained for the energy above the lowest of the compared OMol25 structures with the same formula, charge and spin is 98.9 kJ/mol. The LUMO energy comes out at 0.9 eV. The calculation puts the gap between HOMO and LUMO at 11.0910 eV.

Cartesian coordinates (Å):
C -2.06444 1.28299 -2.00724
C -0.82993 0.37171 -2.00416
C -1.19917 -1.05099 -1.57619
C 0.19388 0.96218 -1.13916
N 0.79882 1.83261 -0.67350
H -1.81416 2.28429 -2.36247
H -2.47369 1.37085 -1.00228
H -2.83713 0.87244 -2.65611
H -0.41243 0.33306 -3.01995
H -0.36137 -1.73430 -1.70052
H -1.98361 -1.43945 -2.22777
H -1.58776 -1.06379 -0.55953
C -0.38399 -0.41731 1.97169
C 1.12493 -0.46484 1.84418
C 1.60356 -1.13795 0.32116
C 1.77350 0.86685 2.01672
H -0.66663 -0.13973 2.98844
H -0.83643 -1.38180 1.74248
H -0.79432 0.34260 1.30806
H 1.54046 -1.21136 2.52354
H 2.65453 -1.34023 0.52258
H 1.09426 -2.09761 0.28928
H 1.70978 -0.73082 -0.67938
H 2.84915 0.78559 2.16079
H 1.56460 1.46202 1.08612
H 1.33759 1.44297 2.83320

Atom charges from the Mulliken analysis, given in e for atoms 1 to 8: C -1.40; C 0.72; C -1.30; C 0.10; N -0.58; H 0.38; H 0.32; H 0.40

=====

6.
DFT (ωB97M-V with the def2-TZVPD basis set) results for a molecular structure, C8H17N2.

As for the charge: +1. The HOMO energy (alpha / beta) comes out at -11.41 / -11.18 eV. The value obtained for the energy above the lowest of the compared OMol25 structures with the same formula, charge and spin is 383.1 kJ/mol. The LUMO energy (alpha / beta) comes out at -3.5 / -5.3 eV. The calculation puts the gap between HOMO and LUMO (alpha / beta) at 7.9249 / 5.9272 eV. As for the spin multiplicity: 3.

Cartesian coordinates (Å):
C 0.57131 -1.26432 -2.56934
C 0.49241 -0.51096 -1.46364
C 1.76677 -0.42789 -2.96744
C -1.19179 -1.68950 3.12111
C 1.13576 2.29740 -0.19488
C -0.46195 -0.77769 2.19062
C 1.58364 1.76911 -1.61536
C -1.15502 -0.81029 0.86788
N 1.54962 0.33037 -1.66940
N -2.28653 0.06072 0.69693
H 0.22089 -2.13312 -2.95475
H 2.62713 -1.11730 -3.01029
H 1.69029 0.19556 -3.82685
H -1.46421 -2.56096 2.67113
H -2.18575 -1.35116 3.40910
H -0.57491 -2.00090 3.98400
H 0.22589 1.77550 -0.00717
H 1.83853 2.05968 0.54630
H 1.12177 3.39903 -0.28174
H -0.45708 0.34142 2.57606
H 0.44981 -1.22906 2.07470
H 1.01559 2.21747 -2.49416
H 2.58692 2.24811 -1.83749
H -1.47839 -1.92971 0.70501
H -2.71886 0.04152 -0.19683
H -1.94867 1.14877 0.80507
H -2.95318 -0.08179 1.44143

Atom charges from the Mulliken analysis, given in e for atoms 1 to 8: C -0.49; C -0.26; C -0.47; C -1.45; C -0.63; C 0.04; C -0.47; C -0.62

=====

7.
DFT (ωB97M-V with the def2-TZVPD basis set) results for 2 unconnected molecules or ions with the total composition C8H17NO.

Its SMILES is CC(=O)N(C)C.C=CCC. The HOMO energy comes out at -9.11 eV. The value obtained for the energy above the lowest of the compared OMol25 structures with the same formula, charge and spin is 133.5 kJ/mol. The LUMO energy comes out at 0.8 eV. The calculation puts the gap between HOMO and LUMO at 9.9583 eV.

Cartesian coordinates (Å):
C 2.63268 0.03770 -0.59081
C 1.56710 -0.95326 -0.18279
O 1.61790 -1.56459 0.86722
N 0.54148 -1.11516 -1.05382
C -0.48112 -2.09672 -0.77444
C 0.44540 -0.41866 -2.31386
H 2.22334 1.04521 -0.57661
H 3.01305 -0.17871 -1.58575
H 3.44504 -0.02167 0.12410
H -0.49696 -2.86559 -1.55090
H -0.24970 -2.55934 0.18267
H -1.46359 -1.62395 -0.72078
H -0.55904 -0.54844 -2.71066
H 0.62767 0.64730 -2.18530
H 1.15573 -0.81141 -3.04776
C 0.00497 2.42388 0.36324
C -0.80255 1.39541 0.54429
C -0.94051 0.63084 1.82030
C -2.39658 0.28295 2.11728
H 0.63003 2.79827 1.15769
H 0.07168 2.94468 -0.57860
H -1.42455 1.04715 -0.27250
H -0.36143 -0.29312 1.74307
H -0.51907 1.21085 2.64251
H -2.81990 -0.32216 1.32009
H -2.46880 -0.27982 3.04556
H -2.99225 1.18838 2.21655

Atom charges from the Mulliken analysis, given in e for atoms 1 to 8: C -1.28; C 0.92; O -0.67; N 0.21; C -1.12; C -1.15; H 0.23; H 0.35

=====

8.
DFT (ωB97M-V with the def2-TZVPD basis set) results for 2 unconnected molecules or ions with the total composition C8H17NO.

Its SMILES is CC=C(C)C.CNC(C)=O. The HOMO energy comes out at -9.26 eV. The value obtained for the energy above the lowest of the compared OMol25 structures with the same formula, charge and spin is 97.0 kJ/mol. The LUMO energy comes out at 0.8 eV. The calculation puts the gap between HOMO and LUMO at 10.0415 eV.

Cartesian coordinates (Å):
C -1.15593 2.23313 -0.55562
C -1.27054 1.16201 0.49232
C -0.31940 0.71029 1.32666
C -0.62264 -0.38137 2.32091
C 1.10056 1.21106 1.37346
H -0.14081 2.66274 -0.59513
H -1.87222 3.04259 -0.33585
H -1.39713 1.80886 -1.54478
H -2.26119 0.69634 0.57811
H 0.03050 -1.25119 2.13804
H -0.44535 -0.01785 3.34708
H -1.67331 -0.70711 2.23967
H 1.78820 0.37337 1.16845
H 1.29074 2.01047 0.63768
H 1.31444 1.60304 2.38203
C -0.52566 -2.64045 -0.41486
N 0.01554 -1.34807 -0.78776
C 0.96406 -1.24073 -1.75924
C 1.43718 0.16902 -2.04399
O 1.39244 -2.22742 -2.35052
H -1.27327 -2.50040 0.38394
H 0.26858 -3.30790 -0.04028
H -1.01659 -3.12598 -1.27501
H -0.31604 -0.50199 -0.31795
H 1.88713 0.62418 -1.14566
H 2.19870 0.13727 -2.84129
H 0.60196 0.80608 -2.38040

Atom charges from the Mulliken analysis, given in e for atoms 1 to 8: C -1.22; C -0.13; C 0.88; C -1.34; C -1.38; H 0.26; H 0.38; H 0.28